C26H54ClLi2O11 | the ωB97M-V functional and the def2-TZVPD basis

Values from the calculation:
<S²>: 0.7542
Total charge: +2
LUMO level (alpha / beta): -4.8 / -11.0 eV
Electronic energy: -63268.4069 eV
Multiplicity: 2
Gap between HOMO and LUMO (alpha / beta): 8.3 / 2.1 eV

The geometry in XYZ format:
```
94
Properties=species:S:1:pos:R:3:forces:R:3:lowdin_charge:R:1
Li 0.337 -3.101 -2.188 0.261 0.097 0.051 0.724
Li -2.631 0.927 2.001 0.338 -0.103 -0.343 0.705
Cl -0.811 -0.739 0.293 1.209 2.244 1.183 0.652
O 0.406 -1.221 0.872 0.836 0.336 1.294 -0.344
O -1.914 -1.013 1.174 -0.927 -0.524 0.181 -0.363
O -0.805 0.738 0.173 0.207 -1.325 -0.312 -0.367
O -0.867 -1.410 -0.943 -1.408 -0.285 -2.058 -0.324
C -2.551 3.326 -4.114 1.211 0.512 0.573 -0.146
C -2.107 2.644 -2.769 1.393 3.117 -0.811 -0.176
C -3.216 1.749 -2.532 -0.074 -1.413 0.899 -0.256
O -3.423 1.181 -3.796 -1.298 -0.689 -0.497 -0.121
C -3.108 2.122 -4.826 0.516 0.246 0.127 -0.188
H -1.694 3.782 -4.610 0.185 -0.320 -0.194 0.109
H -3.243 4.167 -4.086 -0.379 -0.284 0.746 0.113
H -1.860 3.365 -1.990 -0.320 0.083 0.161 0.108
H -1.161 2.143 -2.975 -0.098 -0.424 -0.013 0.104
H -4.071 2.255 -2.084 -0.404 0.123 -0.286 0.129
H -2.921 0.950 -1.852 -0.205 -0.282 0.040 0.110
H -3.960 2.438 -5.426 -0.090 -0.672 -0.138 0.126
H -2.299 1.658 -5.390 -0.353 -0.033 -0.577 0.106
C -1.981 4.597 3.888 -0.427 1.134 -2.408 -0.102
C -1.395 4.973 2.498 0.780 1.002 0.378 -0.164
C -1.511 3.722 1.705 -1.097 0.422 -1.531 -0.213
O -2.328 2.823 2.427 -0.272 -1.936 0.727 -0.228
C -3.000 3.498 3.469 1.447 0.595 2.656 -0.180
H -2.436 5.465 4.365 0.184 -0.256 0.285 0.124
H -1.116 4.194 4.413 -0.560 -0.206 0.602 0.112
H -0.338 5.237 2.525 0.003 0.271 0.414 0.108
H -1.865 5.777 1.931 -0.362 0.132 0.581 0.122
H -0.535 3.324 1.426 -0.378 -0.595 -0.041 0.121
H -2.164 3.939 0.860 0.868 -0.004 -0.836 0.128
H -2.979 2.951 4.411 -0.493 -1.167 -0.425 0.110
H -4.044 3.757 3.291 0.257 0.450 -0.585 0.138
C 4.594 -2.730 -3.293 0.855 -3.034 -1.627 -0.156
C 3.938 -1.519 -2.869 -1.165 2.981 0.948 -0.174
C 2.807 -1.948 -1.971 -0.314 -0.400 1.062 -0.214
O 2.435 -3.240 -2.403 -0.496 -1.109 -0.981 -0.223
C 3.584 -3.895 -3.029 0.550 0.688 1.165 -0.109
H 5.569 -2.882 -2.831 -0.201 -0.242 0.182 0.123
H 4.757 -2.813 -4.368 0.315 0.632 -0.040 0.120
H 3.560 -0.926 -3.701 -0.150 -0.049 -0.065 0.116
H 4.550 -0.839 -2.276 0.363 -0.001 -0.229 0.124
H 1.943 -1.288 -1.893 -0.221 0.056 -0.753 0.098
H 3.043 -2.058 -0.913 0.864 0.115 0.235 0.122
H 3.310 -4.480 -3.906 -0.395 0.449 -0.039 0.122
H 4.050 -4.599 -2.339 -0.305 -0.082 0.305 0.117
C 0.610 0.062 -5.133 -0.323 1.231 -0.844 -0.168
C 1.038 -1.143 -5.933 -0.054 -0.622 -0.538 -0.131
C 0.391 -2.344 -5.251 -0.341 0.400 -0.366 -0.183
O 0.216 -1.925 -3.922 0.305 0.477 2.333 -0.227
C 0.039 -0.470 -3.867 -0.701 -0.540 0.819 -0.171
H -0.059 0.691 -5.719 -0.354 -0.143 0.185 0.111
H 1.446 0.728 -4.916 0.153 -0.175 -0.030 0.115
H 2.126 -1.158 -5.872 -0.048 -0.506 -0.720 0.113
H 0.578 -1.089 -6.919 0.948 0.059 -0.330 0.124
H 0.917 -3.298 -5.275 0.373 0.211 0.071 0.126
H -0.597 -2.541 -5.668 -0.141 0.053 -0.265 0.128
H 0.585 0.036 -3.071 0.145 -0.884 0.610 0.107
H -1.013 -0.309 -3.634 -0.140 0.239 -0.525 0.117
C 4.395 1.246 2.642 0.645 -0.895 -0.551 -0.146
C 3.200 0.416 2.985 -1.045 -1.236 0.031 -0.127
C 2.601 1.138 4.216 1.826 -1.153 -1.859 -0.042
O 3.113 2.445 4.050 -1.048 2.096 0.652 0.150
C 3.885 2.634 2.905 2.419 -1.398 -0.708 -0.092
H 4.877 1.035 1.687 -0.722 0.432 -0.449 0.146
H 5.229 0.973 3.289 -0.103 0.354 0.645 0.139
H 3.529 -0.619 3.070 -0.462 -0.027 0.693 0.142
H 2.370 0.397 2.280 0.301 0.130 -0.689 0.119
H 3.073 0.785 5.134 -0.136 0.035 0.685 0.184
H 1.513 1.145 4.273 -0.067 0.367 0.446 0.159
H 4.755 3.289 2.960 -0.639 0.926 0.981 0.169
H 3.316 2.955 2.033 -0.971 0.313 0.070 0.188
C -2.391 -0.617 5.860 1.749 -0.246 -0.378 -0.134
C -3.842 -0.194 5.824 0.474 0.218 1.684 -0.153
C -4.104 -0.093 4.375 -1.632 -1.977 -0.208 -0.215
O -2.921 0.292 3.733 -0.239 0.788 -0.467 -0.252
C -1.812 -0.160 4.522 0.053 0.616 -0.852 -0.173
H -2.230 -1.694 5.814 -0.556 -0.118 0.487 0.121
H -1.727 -0.250 6.643 -0.536 0.108 0.368 0.121
H -4.006 0.754 6.338 0.140 0.119 -0.017 0.124
H -4.475 -0.925 6.327 -0.077 0.039 -0.182 0.133
H -5.020 0.477 4.221 0.501 0.571 -0.771 0.142
H -4.286 -1.110 4.025 -0.504 -0.188 -0.181 0.138
H -1.185 0.728 4.439 0.587 -0.030 0.909 0.110
H -1.295 -0.983 4.026 -0.079 -0.039 -0.249 0.118
C 0.792 -6.357 -0.123 0.745 0.666 -0.775 -0.056
C 0.970 -4.939 0.415 -0.622 -0.843 0.593 -0.296
O 0.171 -4.046 -0.320 -0.506 1.025 -1.264 -0.149
H 1.095 -7.051 0.660 -0.249 -0.313 -0.401 0.086
H 1.395 -6.470 -1.024 0.714 -0.213 0.231 0.069
H -0.175 -6.534 -0.593 -0.498 0.017 1.033 0.083
H 2.006 -4.600 0.419 0.133 -0.155 -0.054 0.113
H 0.575 -4.887 1.429 0.337 -0.225 0.267 0.120
H -0.216 -3.423 0.299 -0.003 0.182 -0.122 0.051
```
Forces are in eV/Å.

C8H14N2OS | the ωB97M-V functional and the def2-TZVPD basis

Values from the calculation:
ΔE to the lowest compared entry with this formula, charge and spin: 66.0 kcal per mole
SMILES: CCO[C@H]1N=C[C@H](C)N=C1CS
LUMO level: 0.8 eV
Electronic energy: -24383.2314 eV
Gap between HOMO and LUMO: 9.4 eV

The geometry in XYZ format:
```
26
Properties=species:S:1:pos:R:3:forces:R:3:nbo_charge:R:1
C 1.245 -3.232 -0.248 0.708 1.505 -0.239 -0.641
C 2.102 -1.939 -0.100 -1.632 -0.069 -2.336 -0.049
O 1.220 -0.715 -0.217 0.835 -0.809 1.390 -0.564
C 0.089 -0.383 0.656 -1.830 -2.316 -1.713 0.136
N 0.300 0.587 1.659 1.524 0.473 1.492 -0.440
C 0.462 1.784 1.290 -1.324 -1.027 -2.448 0.168
C 0.122 2.213 -0.149 2.702 -0.635 0.071 -0.154
C -0.200 3.676 -0.174 1.428 -2.185 -0.807 -0.593
N -0.891 1.376 -0.745 0.004 0.867 -0.210 -0.426
C -0.913 0.176 -0.394 -1.307 -1.378 -0.001 0.305
C -2.151 -0.649 -0.958 1.803 -0.949 1.611 -0.523
S -2.979 -1.560 0.465 0.290 0.188 -0.662 -0.070
H 0.885 -3.567 0.669 -0.949 -0.310 1.782 0.207
H 0.422 -3.110 -0.928 -0.397 0.443 -0.267 0.213
H 1.771 -4.074 -0.614 1.148 -0.638 -0.552 0.216
H 2.710 -1.857 -1.030 -0.547 0.253 0.538 0.188
H 2.854 -2.009 0.672 -0.401 0.535 0.929 0.185
H -0.460 -1.264 1.163 1.526 0.859 -0.957 0.203
H 0.617 2.567 1.977 0.401 0.766 1.115 0.178
H 1.076 2.107 -0.760 -0.947 -0.265 0.578 0.227
H -0.356 3.911 -1.165 -0.766 0.878 -2.105 0.219
H 0.664 4.174 0.134 1.063 1.207 0.956 0.206
H -1.027 3.756 0.399 -2.678 1.258 1.884 0.204
H -1.844 -1.463 -1.693 -0.523 1.245 0.825 0.239
H -2.853 0.086 -1.300 -0.115 0.073 -0.695 0.240
H -2.863 -0.590 1.389 -0.017 0.032 -0.177 0.126
```
Forces are in eV/Å.

C4H3NO2 | the ωB97M-V functional and the def2-TZVPD basis

Values from the calculation:
ΔE to the lowest compared entry with this formula, charge and spin: 70.7 kcal per mole
SMILES: O=c1ccocn1
LUMO level: 0.1 eV
Electronic energy: -9778.6223 eV
Gap between HOMO and LUMO: 10.0 eV

The geometry in XYZ format:
```
10
Properties=species:S:1:pos:R:3:forces:R:3:nbo_charge:R:1
O 0.024 1.999 1.151 0.226 -0.223 0.615 -0.522
C 0.155 0.927 0.636 -1.556 -1.321 -1.857 0.617
C 0.778 0.614 -0.619 4.891 5.310 -0.164 -0.412
C 0.484 -0.439 -1.348 0.707 0.112 -5.200 0.196
O -0.313 -1.394 -1.057 -2.745 -3.589 5.375 -0.459
C -0.630 -1.367 0.423 0.810 4.304 -2.638 0.399
N -0.530 -0.264 1.015 -0.133 -1.211 2.111 -0.487
H 1.640 1.539 -0.878 -2.737 -3.186 0.010 0.245
H 0.605 -0.730 -2.475 1.217 1.856 1.830 0.220
H -0.940 -2.205 0.947 -0.681 -2.052 -0.083 0.203
```
Forces are in eV/Å.

C6H17N2 | the ωB97M-V functional and the def2-TZVPD basis

Values from the calculation:
ΔE to the lowest compared entry with this formula, charge and spin: 34.2 kcal per mole
<S²>: 0.7553
Total charge: +2
LUMO level (alpha / beta): -6.9 / -12.1 eV
Electronic energy: -9457.9404 eV
Multiplicity: 2
Gap between HOMO and LUMO (alpha / beta): 12.0 / 7.0 eV

The geometry in XYZ format:
```
25
Properties=species:S:1:pos:R:3:forces:R:3:nbo_charge:R:1
C 0.011 1.093 -0.406 1.442 -0.552 2.133 -0.267
N -0.696 0.349 0.678 -1.726 0.372 -2.316 -0.240
C -1.320 -0.902 0.383 -1.303 0.032 1.158 -0.268
C -2.190 -0.899 -0.987 0.334 -0.840 -1.112 -0.328
C -3.081 -2.132 -0.996 0.759 -1.124 0.582 -0.642
C 1.335 1.707 0.139 -0.213 -1.724 -0.797 -0.222
N 2.189 0.651 0.804 -0.223 -0.750 0.305 -0.500
C 3.690 0.849 0.767 -0.235 0.657 1.356 -0.421
H 0.149 0.358 -1.181 0.262 0.235 -0.611 0.240
H -0.547 1.977 -0.661 -0.697 0.015 -0.537 0.278
H -1.452 0.927 1.047 0.479 0.306 0.668 0.421
H -0.822 -1.859 0.517 0.851 0.261 -0.609 0.274
H -2.163 -0.938 1.030 -0.401 -0.305 1.227 0.251
H -1.419 -0.999 -1.753 -0.143 0.378 -0.221 0.231
H -2.831 -0.040 -1.161 0.498 0.516 0.408 0.251
H -3.069 -2.744 -0.083 -0.300 0.604 0.359 0.251
H -4.110 -1.898 -1.239 -0.013 -0.058 -0.137 0.270
H -2.629 -2.906 -1.628 -0.299 0.395 -0.618 0.266
H 1.912 1.945 -0.750 -0.050 0.985 0.171 0.260
H 1.072 2.489 0.839 0.627 0.343 -0.050 0.259
H 1.874 0.480 1.764 0.226 0.359 0.096 0.444
H 2.025 -0.264 0.378 -0.072 0.146 -0.396 0.429
H 4.155 -0.065 1.127 0.092 -0.284 -0.788 0.261
H 3.945 1.547 1.556 -0.105 0.511 -0.059 0.251
H 3.973 1.274 -0.186 0.210 -0.479 -0.212 0.251
```
Forces are in eV/Å.

C20H29GePbS5Te | the ωB97M-V functional and the def2-TZVPD basis

Values from the calculation:
Total charge: +1
LUMO level (alpha / beta): -6.4 / -6.4 eV
Electronic energy: -144435.5728 eV
Gap between HOMO and LUMO (alpha / beta): 4.6 / 4.6 eV

The geometry in XYZ format:
```
57
Properties=species:S:1:pos:R:3:forces:R:3:nbo_charge:R:1
Pb -1.203 0.814 -0.399 -0.171 -0.966 0.549 0.777
S 2.382 7.091 2.228 -0.433 -0.797 -0.362 0.197
C 1.622 5.749 1.705 0.362 0.744 0.371 -0.599
S 1.668 5.202 0.036 -0.256 -0.247 0.236 0.554
C 0.729 3.757 0.257 0.799 -0.256 -2.470 -0.367
C 0.212 3.543 1.546 -1.185 -0.906 2.082 -0.402
S -0.816 2.289 1.960 0.952 0.949 -0.027 0.147
S 0.687 4.704 2.759 -0.075 -0.060 -0.476 0.547
S 0.527 2.722 -1.065 0.383 0.912 0.863 0.081
C 1.583 0.653 -3.479 -0.157 0.215 0.064 -0.597
Te -0.516 0.103 -3.368 0.920 -0.604 -0.462 0.535
C 0.334 -1.906 -3.459 -0.347 0.087 0.177 -0.610
C 1.652 -1.743 -4.156 0.032 0.287 -0.086 0.028
C 2.265 -2.815 -4.787 0.050 0.061 0.005 -0.220
C 3.474 -2.633 -5.436 0.006 -0.074 0.015 -0.189
C 4.080 -1.388 -5.451 0.029 0.047 -0.008 -0.194
C 3.475 -0.317 -4.816 0.014 -0.031 -0.003 -0.182
C 2.258 -0.490 -4.173 -0.071 -0.221 -0.080 -0.103
H 1.981 0.794 -2.474 -0.119 -0.015 0.026 0.227
H 1.691 1.585 -4.029 -0.084 0.029 0.002 0.245
H -0.341 -2.554 -4.012 -0.085 0.071 0.003 0.245
H 0.457 -2.313 -2.455 -0.122 0.129 0.056 0.232
H 1.793 -3.785 -4.779 -0.062 -0.134 -0.025 0.220
H 3.935 -3.468 -5.938 0.088 -0.100 -0.078 0.227
H 5.017 -1.246 -5.970 0.058 -0.002 -0.014 0.227
H 3.945 0.656 -4.826 0.029 0.082 -0.032 0.217
C -2.260 -6.191 3.911 0.059 0.060 -0.262 -0.601
C -1.517 -5.325 2.901 -0.027 0.103 0.273 -0.392
C -0.644 -4.280 3.588 0.025 -0.205 -0.096 -0.406
C 0.197 -3.466 2.620 -0.417 0.636 -0.585 -0.762
Ge -0.889 -2.431 1.257 0.119 -0.186 0.856 1.255
C -2.695 -1.876 1.923 0.533 0.012 -0.381 -0.803
C -2.742 -0.635 2.799 0.076 -0.287 0.142 -0.388
C -1.903 -0.739 4.068 -0.145 0.304 -0.063 -0.398
C -2.060 0.497 4.943 0.094 -0.215 -0.003 -0.602
H -2.922 -6.887 3.403 -0.096 -0.099 0.047 0.215
H -2.855 -5.576 4.583 -0.093 0.025 0.088 0.201
H -1.556 -6.766 4.509 0.030 -0.056 0.096 0.208
H -2.238 -4.826 2.245 0.033 -0.076 -0.058 0.186
H -0.889 -5.959 2.272 0.015 0.000 -0.122 0.200
H 0.033 -4.795 4.279 -0.082 0.044 0.069 0.210
H -1.269 -3.616 4.190 -0.017 -0.040 0.054 0.195
H 0.851 -4.122 2.045 0.103 -0.002 -0.036 0.225
H 0.824 -2.761 3.165 0.083 0.076 -0.047 0.223
H -1.128 -3.322 0.049 -0.096 -0.208 -0.376 -0.167
H -3.131 -2.725 2.449 0.033 -0.081 0.026 0.238
H -3.314 -1.717 1.037 -0.039 -0.082 -0.068 0.224
H -3.783 -0.451 3.074 -0.031 0.193 0.012 0.215
H -2.405 0.234 2.220 -0.122 0.038 0.072 0.161
H -0.850 -0.861 3.796 0.059 -0.119 0.031 0.188
H -2.204 -1.617 4.643 0.055 -0.101 -0.099 0.209
H -1.833 1.392 4.370 0.011 0.158 0.106 0.195
H -1.395 0.448 5.802 0.043 0.096 0.080 0.217
H -3.079 0.577 5.312 -0.124 0.060 0.033 0.211
C 0.205 -0.922 0.578 -0.655 0.568 0.011 -1.149
H 0.895 -1.241 -0.197 -0.006 0.034 -0.253 0.226
H 0.781 -0.449 1.366 0.026 0.152 0.126 0.225
```
Forces are in eV/Å.

Q: Look up the electronic energy of the fourth one.
A: -9457.9404 eV